# 1
{
  "formula": "HN4O2",
  "method": "wB97M-V/def2-TZVPD",
  "symbols": ["N", "N", "N", "N", "O", "O", "H"],
  "positions_angstrom": [[-1.1170, -2.2778, 0.5422], [-0.5284, -1.6984, -0.1598], [0.4130, -0.0457, -0.1752], [-0.0033, 1.1814, 0.1944], [1.2089, 1.4780, 0.1524], [-0.9771, 1.7596, 0.4602], [1.0039, -0.3970, -1.0141]],
  "nbo_charge": [0.217, -0.005, -0.179, 0.628, -0.103, -0.081, 0.522],
  "max_force_ev_per_a": 3.3,
  "charge": 1,
  "e_above_lowest_ev": 3.147,
  "orbital_gap_ev": [9.851, 9.852],
  "e_homo_ev": [-18.4, -18.4]
}



# 2
{
  "formula": "HN5OS",
  "method": "wB97M-V/def2-TZVPD",
  "symbols": ["N", "N", "N", "N", "N", "O", "S", "H"],
  "positions_angstrom": [[2.3384, -0.0267, 0.8408], [2.1276, 0.8027, -1.9866], [2.3165, 1.3882, -0.9883], [2.3569, 1.1661, 0.3339], [2.2953, -1.0699, 0.1226], [2.3549, 2.1803, 1.1187], [2.2804, -2.6310, 0.5839], [-16.0700, -1.8097, -0.0249]],
  "nbo_charge": [-0.066, -0.040, 0.050, 0.239, -0.372, -0.623, -0.188, -1.000],
  "max_force_ev_per_a": 5.3,
  "charge": -2,
  "e_above_lowest_ev": 4.533,
  "orbital_gap_ev": [2.024, 2.017],
  "e_homo_ev": [1.4, 1.4]
}



# 3
{
  "formula": "HN7O2",
  "method": "wB97M-V/def2-TZVPD",
  "symbols": ["O", "N", "N", "N", "N", "N", "N", "N", "O", "H"],
  "positions_angstrom": [[-4.3069, 0.0006, 0.1335], [-3.3413, 0.5335, -0.3887], [-2.2044, 0.0842, -0.0960], [-1.9159, -1.2303, 0.4896], [-0.7092, -1.3167, 0.5630], [-0.0693, -0.3157, -0.0299], [-0.9518, 0.7133, -0.3991], [-0.5940, 2.2862, 0.1498], [0.5501, 2.3723, 0.5274], [0.9515, -0.2334, -0.0651]],
  "nbo_charge": [-0.366, 0.220, -0.009, -0.024, 0.043, -0.308, -0.087, 0.335, -0.244, 0.440],
  "max_force_ev_per_a": 4.9,
  "charge": 0,
  "e_above_lowest_ev": 0.000,
  "smiles": "O=NN1N=NNN1N=O",
  "orbital_gap_ev": [7.367, 7.355],
  "e_homo_ev": [-8.9, -8.9]
}



# 4
{
  "formula": "HNO2PS",
  "method": "wB97M-V/def2-TZVPD",
  "symbols": ["N", "O", "O", "P", "S", "H"],
  "positions_angstrom": [[-2.0380, 1.4490, -0.1418], [-2.9075, -0.8778, 0.1546], [0.5045, 1.5625, -0.2904], [-0.5545, 0.8947, 0.4772], [-3.2877, 0.5462, -0.0961], [-0.9141, -0.4948, -0.0138]],
  "nbo_charge": [-1.060, -0.965, -1.180, 1.149, 1.179, -0.123],
  "max_force_ev_per_a": 2.7,
  "charge": -1,
  "e_above_lowest_ev": 0.935,
  "orbital_gap_ev": [6.549, 6.547],
  "e_homo_ev": [-2.8, -2.8]
}



Calculated total energy list, top to bottom, in eV: -10054.939 -20340.127 -14531.875 -25725.807